# 1
Entry from the Open Molecules 2025 dataset: a 4-piece molecular cluster, C3H12O3 overall (ωB97M-V/def2-TZVPD).

Structure (ORCA input):
```
! wB97M-V def2-TZVPD RIJCOSX def2/J DEFGRID3
* xyz 1 2
C -0.6469 -2.0217 1.2629
C -0.3777 -0.9456 2.3024
C 0.0500 0.2586 2.2919
H -1.7396 -2.3049 1.0797
H -0.2963 -1.7354 0.1747
H -0.3724 -3.0464 1.3486
H -0.8025 -1.2726 3.2396
H -0.0397 0.9175 3.2400
H 0.4965 0.5850 1.4001
H 0.6702 3.3103 0.1876
H 0.7648 1.9218 -0.4526
O 1.1771 2.5360 0.1172
H -1.4049 0.5266 -3.2105
H -1.0103 -0.6407 -2.3139
O -1.6326 0.1252 -2.3489
H 2.4279 0.3952 -2.4734
H 1.1673 1.1282 -2.9867
O 1.5692 0.2630 -2.8586
*
```

Summary:
Energy relative to the best compared isomer or geometry (same formula, charge and spin), eV: 1.484
Energy, Ha: -346.78774
HOMO level (spin up / spin down), eV: -14.44 / -14.44
Lowest unoccupied orbital energy (spin up / spin down), eV: -4.7 / -9.8



# 2
Entry from the Open Molecules 2025 dataset: C6H10O in the gas phase (ωB97M-V/def2-TZVPD).

Structure (ORCA input):
```
! wB97M-V def2-TZVPD RIJCOSX def2/J DEFGRID3
* xyz 0 1
C -0.1169 -0.6863 -2.0861
C -0.8854 -0.0842 -0.9803
C -0.9022 -0.8134 1.5630
C -0.1869 0.5083 1.3946
O 1.2463 0.5007 1.5039
C 1.4235 0.7956 0.1115
C -0.1014 0.8247 -0.1190
H -0.6695 -0.5376 -3.0199
H -0.1339 -1.7776 -1.9297
H 0.9234 -0.3627 -2.2141
H -1.8316 -0.6918 0.9951
H -1.1039 -1.0584 2.6029
H -0.2966 -1.6326 1.1465
H -0.6051 1.2635 2.0656
H 1.9728 -0.0066 -0.3972
H 1.9397 1.7485 -0.0582
H -0.5182 1.8026 -0.4102
*
```

Summary:
Energy relative to the best compared isomer or geometry (same formula, charge and spin), eV: 4.433
Energy, Ha: -309.67945
HOMO level, eV: -8.26
Lowest unoccupied orbital energy, eV: 0.1



# 3
Entry from the Open Molecules 2025 dataset: a 2-piece molecular cluster, C4H12O2S overall (ωB97M-V/def2-TZVPD).

Structure (ORCA input):
```
! wB97M-V def2-TZVPD RIJCOSX def2/J DEFGRID3
* xyz 0 1
O -1.7507 -1.8241 1.5149
C -0.9670 -0.6209 1.5693
C -1.3044 0.3266 0.4446
C -0.2932 0.4189 -0.7416
C -0.0797 1.8632 -1.1885
S 1.1804 1.9888 -2.4679
H -1.2549 -2.6103 1.2180
H -1.3688 -0.2063 2.4980
H 0.0992 -0.7604 1.7461
H -1.5154 1.3359 0.8095
H -2.2590 0.0625 -0.0148
H -0.7097 -0.1882 -1.5443
H 0.6765 0.0069 -0.4640
H -0.9847 2.3910 -1.4834
H 0.4084 2.4167 -0.3931
H 2.0511 2.7936 -1.7875
O 1.5588 -3.4619 2.5018
H 2.3457 -3.7932 2.9640
H 1.0095 -3.1151 3.1774
*
```

Summary:
Energy relative to the best compared isomer or geometry (same formula, charge and spin), eV: 0.662
Energy, Ha: -708.23455
HOMO level, eV: -8.98
Lowest unoccupied orbital energy, eV: 0.7
SMILES string: OCCCCS.O



# 4
Entry from the Open Molecules 2025 dataset: an isolated ion of composition C5H13N2 and charge +1 (ωB97M-V/def2-TZVPD).

Structure (ORCA input):
```
! wB97M-V def2-TZVPD RIJCOSX def2/J DEFGRID3
* xyz 1 1
C -1.5276 -2.2735 -0.2091
C -0.6478 -1.5673 -1.2057
C -0.7004 0.1499 -1.1997
C -0.1886 1.0195 -0.0700
N 1.1079 0.5894 0.4054
C 1.9539 1.1308 1.2344
N 1.5961 2.2157 1.8473
H -1.0308 -2.7025 0.6752
H -1.9462 -3.1999 -0.7693
H -2.4408 -1.8620 0.2074
H -0.7396 -1.7696 -2.2505
H 0.3644 -1.6786 -0.7801
H -0.3757 0.5157 -2.1341
H -1.7101 0.3686 -1.2183
H -0.8364 1.0962 0.8076
H -0.1890 2.0231 -0.4893
H 1.4208 -0.3553 0.0697
H 2.9486 0.7794 1.3575
H 0.6234 2.5223 1.7418
H 2.3179 2.9982 1.9799
*
```

Summary:
Energy relative to the best compared isomer or geometry (same formula, charge and spin), eV: 2.282
Energy, Ha: -307.53775
HOMO level, eV: -14.25
Lowest unoccupied orbital energy, eV: -3.6
SMILES string: CCCCNC=[NH2+]



energy of number 4 (C5H13N2)?
-307.53775 Ha



What is the energy in the fourth record?
-307.53775 Ha